*1*
The following is a quantum chemistry calculation of C4H6S as an isolated structure, from the OMol25 dataset.

Its LUMO energy is -1.39 eV. Its gap between HOMO and LUMO is 7.46 eV. The calculation puts the HOMO energy at -8.85 eV. Its net charge is 0.

Cartesian coordinates (Å):
C 1.44 -1.09 -0.12
C 0.90 0.21 0.18
C 1.82 1.27 0.04
C -0.49 0.51 0.29
H 0.38 -1.36 -0.81
H 1.99 -1.91 1.09
H 2.62 -0.83 -0.89
H 2.72 0.87 -0.05
H 1.70 2.31 0.40
H -0.66 1.56 0.44
S -1.92 -0.38 -0.15

***

*2*
The following is a quantum chemistry calculation of one molecule with the formula C4H6S, from the OMol25 dataset.

As for the SMILES: CC1=C(C)S1. Its LUMO energy is 0.84 eV. Its gap between HOMO and LUMO is 8.26 eV. The calculation puts the HOMO energy at -7.42 eV. Its net charge is 0.

Cartesian coordinates (Å):
C -0.74 -0.24 0.05
C 0.29 0.06 0.74
C -1.48 -0.34 -1.19
C 1.73 0.32 0.75
S -1.15 0.32 1.85
H -0.67 -0.45 -1.90
H -2.01 0.60 -1.38
H -2.19 -1.36 -1.31
H 2.34 -0.64 0.81
H 2.02 0.80 1.69
H 1.87 0.95 -0.12

***

Pick *2*: it beats the second-best structure by 332.1 kJ/mol.

***

*1*
The following is a quantum chemistry calculation of one molecule with the formula C4H6S, from the OMol25 dataset.

As for the SMILES: C#CCCS. Its LUMO energy is 0.90 eV. Its gap between HOMO and LUMO is 10.15 eV. The calculation puts the HOMO energy at -9.24 eV. Its net charge is 0.

Cartesian coordinates (Å):
C -0.83 -0.58 0.07
C 0.09 0.63 -0.09
C 1.49 0.18 -0.21
C 2.59 -0.32 -0.19
H -2.92 0.67 0.78
H -0.62 -1.32 -0.69
H -0.71 -1.02 1.07
H 0.03 1.40 0.72
H -0.15 1.17 -1.03
H 3.57 -0.71 -0.16
S -2.54 -0.10 -0.27

***

*2*
The following is a quantum chemistry calculation of one molecule with the formula C4H6S, from the OMol25 dataset.

As for the SMILES: CC1=C(C)S1. Its LUMO energy is 0.86 eV. Its gap between HOMO and LUMO is 8.29 eV. The calculation puts the HOMO energy at -7.43 eV. Its net charge is 0.

Cartesian coordinates (Å):
C 0.19 -0.54 0.55
C -0.15 0.68 0.47
C 0.59 -1.80 0.00
C -0.36 1.73 -0.50
S -0.59 0.15 2.18
H 1.36 -1.63 -0.74
H -0.31 -2.18 -0.56
H 0.76 -2.51 0.80
H -0.67 2.60 0.09
H -1.29 1.42 -1.07
H 0.47 2.08 -1.22

***

Pick *1*: it beats the second-best structure by 57.4 kJ/mol.

***

*1*
The following is a quantum chemistry calculation of one molecule with the formula C5H10NO, from the OMol25 dataset.

The multiplicity is 2. Its LUMO energy (alpha / beta) is 0.30 / 0.15 eV. Its gap between HOMO and LUMO (alpha / beta) is 4.40 / 7.99 eV. The calculation puts the HOMO energy (alpha / beta) at -4.10 / -7.84 eV. Its net charge is 0.

Cartesian coordinates (Å):
O 0.54 1.73 1.48
C -0.58 1.13 1.25
C -0.77 0.39 -0.10
N 0.46 0.59 -0.83
C 1.19 -0.73 -1.03
C 0.19 -1.79 -0.64
C -0.97 -1.11 0.11
H -1.52 1.31 1.79
H -1.57 0.97 -0.58
H 0.19 0.77 -1.81
H 1.01 1.38 -0.44
H 1.45 -0.70 -2.04
H 2.05 -0.81 -0.39
H 0.60 -2.66 -0.15
H -0.26 -2.27 -1.51
H -1.05 -1.45 1.14
H -1.96 -1.40 -0.26

***

*2*
The following is a quantum chemistry calculation of one molecule with the formula C5H10NO, from the OMol25 dataset.

The multiplicity is 2. Its LUMO energy (alpha / beta) is 1.06 / -1.73 eV. Its gap between HOMO and LUMO (alpha / beta) is 10.88 / 7.89 eV. The calculation puts the HOMO energy (alpha / beta) at -9.82 / -9.62 eV. Its net charge is 0.

Cartesian coordinates (Å):
C -1.72 -0.17 -1.79
O -1.97 -0.97 -2.76
C -0.10 0.00 -1.31
C 0.00 0.62 0.09
C 1.37 0.16 0.69
C 1.20 -0.18 3.10
N 1.46 0.69 2.16
H -2.03 0.86 -2.11
H -2.16 -0.40 -0.72
H 0.47 0.69 -2.00
H 0.16 -1.07 -1.29
H -0.85 0.17 0.59
H -0.33 1.75 0.27
H 2.18 0.57 0.17
H 1.17 -0.98 0.69
H 1.12 -1.25 2.67
H 1.29 0.01 4.11

***

Pick *1*: it beats the second-best structure by 106.2 kJ/mol.

***

*1*
The following is a quantum chemistry calculation of a 3-piece molecular cluster, H6O3 overall, from the OMol25 dataset.

As for the SMILES: O.O.O. Its LUMO energy is 0.34 eV. Its gap between HOMO and LUMO is 11.01 eV. The calculation puts the HOMO energy at -10.68 eV. Its net charge is 0.

Cartesian coordinates (Å):
O 1.92 -0.50 -1.29
H 1.40 -1.21 -1.67
H 2.65 -0.94 -0.86
O -1.50 1.98 1.10
H -2.41 1.82 0.84
H -1.09 1.11 1.08
O -0.48 -0.60 0.59
H -0.79 -1.36 0.09
H 0.31 -0.31 0.12

***

*2*
The following is a quantum chemistry calculation of a 3-piece molecular cluster, H6O3 overall, from the OMol25 dataset.

As for the SMILES: O.O.O. Its LUMO energy is 0.23 eV. Its gap between HOMO and LUMO is 10.88 eV. The calculation puts the HOMO energy at -10.66 eV. Its net charge is 0.

Cartesian coordinates (Å):
O -1.93 -0.55 -0.83
H -1.19 -1.21 -0.98
H -1.91 -0.12 -1.72
O -0.09 0.19 1.13
H -0.72 -0.38 0.77
H -0.47 0.86 0.70
O 2.40 0.18 0.50
H 1.46 0.36 0.68
H 2.44 0.67 -0.25

***

Pick *1*: it beats the second-best structure by 89.9 kJ/mol.

***

*1*
The following is a quantum chemistry calculation of one molecule with the formula S2, from the OMol25 dataset.

Its LUMO energy is -4.25 eV. Its gap between HOMO and LUMO is 5.50 eV. The calculation puts the HOMO energy at -9.74 eV. Its net charge is 0.

Cartesian coordinates (Å):
S 0.00 0.00 1.30
S 0.00 0.00 -1.30

***

*2*
The following is a quantum chemistry calculation of a 2-piece molecular cluster, S2 overall, from the OMol25 dataset.

Its LUMO energy is -4.98 eV. Its gap between HOMO and LUMO is 4.77 eV. The calculation puts the HOMO energy at -9.75 eV. Its net charge is 0.

Cartesian coordinates (Å):
S 0.00 0.00 1.58
S 0.00 0.00 -1.58

***

Pick *1*: it beats the second-best structure by 259.8 kJ/mol.

***

*1*
The following is a quantum chemistry calculation of a 2-piece molecular cluster, S2 overall, from the OMol25 dataset.

Its LUMO energy is -5.02 eV. Its gap between HOMO and LUMO is 4.69 eV. The calculation puts the HOMO energy at -9.71 eV. Its net charge is 0.

Cartesian coordinates (Å):
S 0.00 0.00 1.60
S 0.00 0.00 -1.60

***

*2*
The following is a quantum chemistry calculation of S2 as an isolated structure, from the OMol25 dataset.

Its LUMO energy is -4.52 eV. Its gap between HOMO and LUMO is 5.41 eV. The calculation puts the HOMO energy at -9.94 eV. Its net charge is 0.

Cartesian coordinates (Å):
S -0.74 -0.89 0.76
S 0.74 0.89 -0.76

***

*3*
The following is a quantum chemistry calculation of a 2-piece molecular cluster, S2 overall, from the OMol25 dataset.

Its LUMO energy is -4.87 eV. Its gap between HOMO and LUMO is 4.97 eV. The calculation puts the HOMO energy at -9.85 eV. Its net charge is 0.

Cartesian coordinates (Å):
S -0.78 0.67 1.13
S 0.78 -0.67 -1.13

***

Pick *2*: it beats the second-best structure by 127.9 kJ/mol.